# C9H14

A 2-piece molecular cluster, C9H14 overall (ωB97M-V with the def2-TZVPD basis set, the Open Molecules 2025 dataset).

Atoms and positions in Å:
C1 1.40 0.92 -1.69
C2 0.68 1.30 -0.50
C3 -0.64 1.67 -0.47
C4 -1.41 1.94 0.82
C5 -0.63 2.22 1.86
C6 0.79 1.97 1.77
C7 1.43 1.44 0.71
H1 2.40 0.70 -1.52
H2 1.33 1.73 -2.48
H3 1.00 0.14 -2.41
H4 -1.22 1.62 -1.33
H5 -2.51 1.94 0.83
H6 -1.13 2.68 2.66
H7 1.29 2.01 2.72
H8 2.45 1.22 0.44
C8 -0.75 -3.47 -0.73
C9 -0.44 -2.44 0.38
H9 -0.63 -3.22 -1.72
H10 -0.15 -4.29 -0.53
H11 -1.81 -3.79 -0.57
H12 -1.05 -1.71 -0.14
H13 -0.94 -2.61 1.41
H14 0.52 -1.97 0.48

## Properties
- Charge: 0
- SMILES string: Cc1ccccc1.CC
- Lowest unoccupied orbital energy: 0.9 eV
- Orbital gap: 0.358 Ha
- Energy relative to the best compared isomer or geometry (same formula, charge and spin): 232.4 kJ/mol
- E_tot: -351.2417 hartree
- HOMO level: -8.79 eV
- Multiplicity: 1
- F_max: 5.01 eV Å⁻¹



# C9H14

A 2-piece molecular cluster, C9H14 overall (ωB97M-V with the def2-TZVPD basis set, the Open Molecules 2025 dataset).

Atoms and positions in Å:
C1 -0.98 -2.13 -0.58
C2 0.29 -1.40 -0.93
C3 1.51 -1.90 -0.47
C4 2.66 -1.19 -0.77
C5 2.64 -0.02 -1.50
C6 1.40 0.52 -1.84
C7 0.24 -0.18 -1.58
H1 -1.03 -3.12 -1.04
H2 -1.84 -1.59 -0.95
H3 -1.08 -2.24 0.50
H4 1.60 -2.79 0.13
H5 3.59 -1.59 -0.38
H6 3.55 0.47 -1.82
H7 1.40 1.52 -2.27
H8 -0.73 0.23 -1.83
C8 -1.46 1.91 1.16
C9 -1.84 1.91 2.65
H9 -2.15 2.55 0.61
H10 -0.47 2.36 1.03
H11 -1.49 0.91 0.73
H12 -2.07 0.91 3.02
H13 -2.72 2.52 2.87
H14 -1.03 2.32 3.25

## Properties
- Charge: 0
- SMILES string: Cc1ccccc1.CC
- Lowest unoccupied orbital energy: 1.0 eV
- Orbital gap: 0.369 Ha
- Energy relative to the best compared isomer or geometry (same formula, charge and spin): 27.3 kJ/mol
- E_tot: -351.3198 hartree
- HOMO level: -9.03 eV
- Multiplicity: 1
- F_max: 0.88 eV Å⁻¹



# C9H14

A 2-piece molecular cluster, C9H14 overall (ωB97M-V with the def2-TZVPD basis set, the Open Molecules 2025 dataset).

Atoms and positions in Å:
C1 1.51 -3.61 1.64
C2 0.46 -2.62 1.24
C3 -0.50 -2.20 2.15
C4 -1.60 -1.40 1.78
C5 -1.61 -0.78 0.53
C6 -0.59 -1.11 -0.35
C7 0.43 -1.96 -0.01
H1 1.35 -3.80 2.69
H2 2.58 -3.41 1.59
H3 1.25 -4.56 1.14
H4 -0.54 -2.58 3.16
H5 -2.33 -1.07 2.51
H6 -2.42 -0.10 0.29
H7 -0.82 -0.77 -1.36
H8 1.16 -2.21 -0.77
C8 -0.47 4.14 -2.34
C9 0.91 3.94 -1.75
H9 -0.57 3.75 -3.36
H10 -1.20 3.61 -1.73
H11 -0.84 5.16 -2.26
H12 1.05 4.63 -0.92
H13 1.76 4.05 -2.42
H14 1.04 2.90 -1.43

## Properties
- Charge: 0
- SMILES string: Cc1ccccc1.CC
- Lowest unoccupied orbital energy: 1.0 eV
- Orbital gap: 0.368 Ha
- Energy relative to the best compared isomer or geometry (same formula, charge and spin): 64.3 kJ/mol
- E_tot: -351.3057 hartree
- HOMO level: -9.05 eV
- Multiplicity: 1
- F_max: 2.14 eV Å⁻¹



# C9H14

A 2-piece molecular cluster, C9H14 overall (ωB97M-V with the def2-TZVPD basis set, the Open Molecules 2025 dataset).

Atoms and positions in Å:
C1 2.01 1.72 -0.19
C2 1.12 0.78 0.52
C3 1.47 -0.59 0.69
C4 -0.12 1.30 1.00
C5 0.64 -1.40 1.40
C6 -0.96 0.48 1.72
C7 -0.58 -0.87 1.87
H1 2.96 1.80 0.34
H2 1.46 2.61 -0.49
H3 2.44 -0.96 0.36
H4 -0.47 2.30 0.74
H5 0.76 -2.47 1.53
H6 -1.91 0.75 2.12
H7 -1.35 -1.45 2.40
H8 2.34 1.39 -1.20
C8 -2.31 -0.47 -2.53
C9 -0.84 -0.91 -2.80
H9 -2.93 -1.36 -2.44
H10 -2.31 0.14 -1.63
H11 -2.63 0.29 -3.27
H12 -0.40 -1.39 -1.93
H13 -0.09 -0.23 -3.22
H14 -0.84 -1.60 -3.65

## Properties
- Charge: +1
- ⟨S²⟩: 0.767
- Lowest unoccupied orbital energy (spin up / spin down): -4.3 / -8.3 eV
- Orbital gap (spin up / spin down): 0.375 / 0.230 Ha
- Energy relative to the best compared isomer or geometry (same formula, charge and spin): 57.3 kJ/mol
- E_tot: -350.9872 hartree
- HOMO level (spin up / spin down): -14.53 / -14.53 eV
- Multiplicity: 2
- F_max: 2.39 eV Å⁻¹



# C9H14

A 2-piece molecular cluster, C9H14 overall (ωB97M-V with the def2-TZVPD basis set, the Open Molecules 2025 dataset).

Atoms and positions in Å:
C1 -2.56 -1.39 0.17
C2 0.22 1.59 1.54
C3 0.03 0.44 2.17
C4 -0.29 1.58 0.24
C5 -0.82 -0.51 1.77
C6 -1.22 0.61 -0.33
C7 -1.49 -0.43 0.49
H1 0.81 2.51 1.81
H2 0.54 0.28 3.22
H3 0.05 2.46 -0.42
H4 -0.97 -1.46 2.21
H5 -1.61 0.81 -1.32
H6 -3.30 -0.87 -0.53
H7 -3.28 -1.65 0.89
H8 -2.27 -2.30 -0.37
C8 2.46 0.04 -2.67
C9 2.72 -1.30 -1.98
H9 2.69 0.12 -3.75
H10 1.39 0.31 -2.67
H11 3.12 0.91 -2.40
H12 3.82 -1.47 -1.86
H13 2.43 -1.20 -0.94
H14 2.25 -2.20 -2.28

## Properties
- Charge: +1
- ⟨S²⟩: 0.767
- Lowest unoccupied orbital energy (spin up / spin down): -4.5 / -8.5 eV
- Orbital gap (spin up / spin down): 0.352 / 0.207 Ha
- Energy relative to the best compared isomer or geometry (same formula, charge and spin): 162.6 kJ/mol
- E_tot: -350.9471 hartree
- HOMO level (spin up / spin down): -14.08 / -14.08 eV
- Multiplicity: 2
- F_max: 7.23 eV Å⁻¹



# C9H14

A 2-piece molecular cluster, C9H14 overall (ωB97M-V with the def2-TZVPD basis set, the Open Molecules 2025 dataset).

Atoms and positions in Å:
C1 -3.81 2.42 0.09
C2 -2.73 1.55 0.72
H1 -4.79 2.33 0.57
H2 -3.39 3.42 0.09
H3 -4.18 2.14 -0.91
H4 -2.16 1.81 1.69
H5 -3.06 0.51 0.95
H6 -1.91 1.24 0.22
C3 2.51 1.33 -0.59
C4 -0.02 -2.21 0.02
C5 -0.29 -0.98 0.68
C6 1.19 -2.36 -0.72
C7 0.64 0.05 0.62
C8 2.10 -1.28 -0.74
C9 1.80 0.00 -0.24
H7 -0.89 -2.96 0.09
H8 -1.19 -0.95 1.34
H9 1.61 -3.27 -1.07
H10 0.47 0.98 1.07
H11 3.12 -1.36 -1.18
H12 3.40 1.57 0.21
H13 1.75 2.20 -0.54
H14 2.95 1.32 -1.59

## Properties
- Charge: +1
- ⟨S²⟩: 0.769
- Lowest unoccupied orbital energy (spin up / spin down): -4.5 / -8.4 eV
- Orbital gap (spin up / spin down): 0.354 / 0.212 Ha
- Energy relative to the best compared isomer or geometry (same formula, charge and spin): 171.5 kJ/mol
- E_tot: -350.9437 hartree
- HOMO level (spin up / spin down): -14.15 / -14.15 eV
- Multiplicity: 2
- F_max: 3.88 eV Å⁻¹



# C9H14

A 2-piece molecular cluster, C9H14 overall (ωB97M-V with the def2-TZVPD basis set, the Open Molecules 2025 dataset).

Atoms and positions in Å:
C1 -1.21 -0.80 1.66
C2 -0.97 2.82 0.56
C3 -1.55 1.58 0.75
C4 0.42 2.87 0.50
C5 -0.74 0.49 1.19
C6 1.30 1.72 0.63
C7 0.69 0.58 1.03
H1 -1.61 3.69 0.48
H2 -2.58 1.32 0.53
H3 0.89 3.84 0.40
H4 2.31 1.83 0.27
H5 -0.68 -1.55 1.07
H6 -2.28 -1.02 1.69
H7 1.28 -0.28 1.28
H8 -0.93 -0.93 2.72
C8 0.57 -2.58 -1.34
C9 0.92 -1.50 -2.37
H9 1.39 -2.91 -0.70
H10 -0.27 -2.26 -0.72
H11 0.05 -3.43 -1.78
H12 1.78 -0.90 -2.07
H13 0.09 -0.79 -2.37
H14 1.12 -1.79 -3.39

## Properties
- Charge: +1
- ⟨S²⟩: 0.767
- Lowest unoccupied orbital energy (spin up / spin down): -4.4 / -8.1 eV
- Orbital gap (spin up / spin down): 0.374 / 0.238 Ha
- Energy relative to the best compared isomer or geometry (same formula, charge and spin): 63.2 kJ/mol
- E_tot: -350.9849 hartree
- HOMO level (spin up / spin down): -14.57 / -14.59 eV
- Multiplicity: 2
- F_max: 2.11 eV Å⁻¹



# C9H14

A 2-piece molecular cluster, C9H14 overall (ωB97M-V with the def2-TZVPD basis set, the Open Molecules 2025 dataset).

Atoms and positions in Å:
C1 -1.88 2.72 -1.94
C2 -2.45 1.81 -3.04
H1 -1.02 2.22 -1.42
H2 -1.30 3.63 -2.42
H3 -2.66 3.13 -1.31
H4 -1.67 0.93 -3.14
H5 -3.35 1.25 -2.77
H6 -2.59 2.41 -3.98
C3 0.19 -2.92 0.28
C4 1.84 0.54 2.36
C5 2.10 0.35 0.98
C6 1.41 -0.60 2.93
C7 1.41 -0.76 0.29
C8 1.02 -1.79 2.38
C9 0.82 -1.80 1.03
H7 2.01 1.48 2.85
H8 2.67 1.05 0.38
H9 1.26 -0.57 4.08
H10 1.35 -0.69 -0.83
H11 0.64 -2.70 2.84
H12 -0.74 -3.30 0.88
H13 0.90 -3.74 0.35
H14 0.05 -2.65 -0.77

## Properties
- Charge: +1
- ⟨S²⟩: 0.767
- Lowest unoccupied orbital energy (spin up / spin down): -4.6 / -8.5 eV
- Orbital gap (spin up / spin down): 0.337 / 0.194 Ha
- Energy relative to the best compared isomer or geometry (same formula, charge and spin): 185.6 kJ/mol
- E_tot: -350.9383 hartree
- HOMO level (spin up / spin down): -13.80 / -13.80 eV
- Multiplicity: 2
- F_max: 6.85 eV Å⁻¹



# C9H14BrMnNOSe2

C9H14BrMnNOSe2 as an isolated structure (ωB97M-V with the def2-TZVPD basis set, the Open Molecules 2025 dataset).

Atoms and positions in Å:
Mn1 0.27 -0.06 -0.53
C1 4.42 0.33 -0.61
Se1 2.69 0.02 0.21
C2 2.56 1.64 1.33
C3 1.96 2.83 0.59
Se2 0.05 2.58 0.10
C4 0.15 2.31 -1.86
H1 5.20 0.24 0.16
H2 4.46 1.32 -1.07
H3 4.59 -0.44 -1.37
H4 3.57 1.89 1.68
H5 1.95 1.37 2.19
H6 2.51 3.07 -0.32
H7 1.98 3.70 1.25
H8 0.79 3.06 -2.31
H9 -0.86 2.44 -2.24
H10 0.52 1.27 -2.17
O1 -5.63 -2.06 0.06
C5 -4.51 -1.39 0.01
C6 -4.39 0.01 -0.03
C7 -3.15 0.59 -0.09
N1 -2.01 -0.12 -0.14
C8 -2.14 -1.45 -0.11
Br1 -0.45 -2.38 -0.26
C9 -3.31 -2.14 -0.02
H11 -6.43 -1.50 0.07
H12 -5.28 0.62 -0.03
H13 -3.05 1.67 -0.09
H14 -3.35 -3.22 0.02

## Properties
- Charge: +2
- ⟨S²⟩: 8.756
- Lowest unoccupied orbital energy (spin up / spin down): -6.5 / -7.6 eV
- Orbital gap (spin up / spin down): 0.344 / 0.322 Ha
- E_tot: -9008.6351 hartree
- HOMO level (spin up / spin down): -15.86 / -16.38 eV
- Multiplicity: 6
- F_max: 1.76 eV Å⁻¹



# C9H14Cl3N6O10V

C9H14Cl3N6O10V as an isolated structure (ωB97M-V with the def2-TZVPD basis set, the Open Molecules 2025 dataset).

Atoms and positions in Å:
V1 -0.67 0.69 0.06
O1 3.50 -2.74 0.65
C1 2.27 -2.30 0.38
O2 1.84 -1.23 0.73
C2 1.50 -3.36 -0.40
O3 0.38 -2.86 -1.09
C3 0.73 -2.13 -2.25
C4 1.26 -0.77 -1.89
O4 2.33 -0.36 -2.21
O5 0.44 -0.07 -1.04
H1 3.97 -2.08 1.18
H2 1.12 -4.07 0.34
H3 2.19 -3.88 -1.06
H4 -0.19 -2.00 -2.82
H5 1.47 -2.65 -2.85
N1 1.38 1.08 1.12
N2 2.05 2.04 0.37
C5 1.42 2.77 -0.58
N3 2.13 3.67 -1.22
N4 0.10 2.54 -0.71
N5 -0.68 3.40 -1.54
O6 -0.13 4.18 -2.32
O7 -1.87 3.30 -1.40
H6 1.44 1.32 2.10
H7 1.78 0.15 0.96
H8 3.05 2.05 0.39
H9 3.11 3.80 -1.02
H10 1.68 4.20 -1.93
Cl1 -3.22 -2.58 3.39
C6 -2.41 -3.12 1.94
Cl2 -1.26 -4.39 2.30
Cl3 -3.55 -3.63 0.72
C7 -1.66 -1.96 1.39
N6 -1.11 -1.07 0.95
O8 -3.72 0.08 0.35
C8 -3.35 0.21 -0.81
O9 -2.09 0.38 -1.23
H11 -4.08 0.17 -1.62
C9 -2.27 2.27 2.18
O10 -1.47 1.52 1.22
H12 -1.96 3.31 2.17
H13 -2.13 1.86 3.17
H14 -3.31 2.19 1.90

## Properties
- Charge: +1
- ⟨S²⟩: 0.759
- Lowest unoccupied orbital energy (spin up / spin down): -3.7 / -3.4 eV
- Orbital gap (spin up / spin down): 0.325 / 0.335 Ha
- Energy relative to the best compared isomer or geometry (same formula, charge and spin): 59.9 kJ/mol
- E_tot: -3756.5876 hartree
- HOMO level (spin up / spin down): -12.54 / -12.54 eV
- Multiplicity: 2
- F_max: 3.82 eV Å⁻¹



# C9H14FN2

A 3-piece molecular cluster, C9H14FN2 overall (ωB97M-V with the def2-TZVPD basis set, the Open Molecules 2025 dataset).

Atoms and positions in Å:
C1 3.31 0.26 0.29
C2 3.17 -1.05 -0.12
C3 2.28 1.20 0.43
C4 1.85 -1.46 -0.45
C5 0.80 -0.58 -0.28
C6 1.01 0.74 0.14
C7 1.69 -2.93 -0.77
C8 -2.58 -1.05 1.31
C9 -3.05 -0.15 0.54
N1 -3.57 0.82 -0.03
N2 -2.22 3.10 -0.49
F1 -0.14 1.44 0.34
H1 4.37 0.50 0.54
H2 4.15 -1.64 0.03
H3 2.54 2.27 0.70
H4 1.03 -3.17 -1.63
H5 2.73 -3.44 -0.90
H6 1.27 -3.40 0.08
H7 -1.94 -1.69 0.90
H8 -0.23 -1.10 -0.51
H9 -2.95 -1.40 2.27
H10 -2.61 3.33 -1.43
H11 -4.30 0.71 -0.76
H12 -2.60 3.70 0.24
H13 -2.85 1.84 -0.13
H14 -1.19 3.16 -0.32

## Properties
- Charge: +1
- Lowest unoccupied orbital energy: -3.4 eV
- Orbital gap: 0.314 Ha
- Energy relative to the best compared isomer or geometry (same formula, charge and spin): 94.6 kJ/mol
- E_tot: -560.3846 hartree
- HOMO level: -11.95 eV
- Multiplicity: 1
- F_max: 4.42 eV Å⁻¹



# C9H14FN2

An isolated ion of composition C9H14FN2 and charge +1 (ωB97M-V with the def2-TZVPD basis set, the Open Molecules 2025 dataset).

Atoms and positions in Å:
C1 -1.67 -0.43 2.55
C2 -1.04 -0.59 1.17
N1 0.16 -1.40 1.29
N2 -1.89 -1.11 -0.02
C3 -0.59 1.05 0.70
F1 -1.76 1.51 0.20
C4 0.44 0.89 -0.40
C5 1.79 0.62 -0.15
C6 2.71 0.49 -1.23
C7 2.35 0.36 -2.56
C8 1.07 0.70 -2.83
C9 0.15 0.90 -1.75
H1 -1.94 -1.42 2.85
H2 -1.07 0.03 3.24
H3 -2.58 0.15 2.35
H4 0.46 -1.59 2.22
H5 0.84 -1.12 0.62
H6 -1.56 -2.07 -0.18
H7 -2.87 -1.14 0.34
H8 -1.78 -0.47 -0.72
H9 -0.15 1.51 1.52
H10 2.06 0.74 0.92
H11 3.80 0.29 -1.11
H12 3.04 0.20 -3.29
H13 0.86 0.73 -3.91
H14 -0.83 1.18 -1.85

## Properties
- Charge: +1
- SMILES string: C[C@@](N)([NH3+])[C@H](F)c1ccccc1
- Lowest unoccupied orbital energy: -3.1 eV
- Orbital gap: 0.356 Ha
- Energy relative to the best compared isomer or geometry (same formula, charge and spin): 10.9 kJ/mol
- E_tot: -560.4164 hartree
- HOMO level: -12.75 eV
- Multiplicity: 1
- F_max: 5.87 eV Å⁻¹



What is the formula in the fifth record?
C9H14